Version P
Formula: C7H14
Source: the Open Molecules 2025 dataset
Level of theory: ωB97M-V with the def2-TZVPD basis set

Calculated values
* lowest unoccupied orbital energy: 0.0410 Eh
* orbital gap: 0.388 Ha
* SMILES: CC[C@@]1(C)C[C@H]1C
* highest occupied orbital energy: -9.4 eV

Geometry as ORCA input:
```
! wB97M-V def2-TZVPD RIJCOSX def2/J DEFGRID3
* xyz 0 1
C -1.72595 0.54269 1.20303
C -1.33519 0.16423 -0.22635
C -0.02944 -0.61081 -0.31972
C -0.08956 -1.96971 0.39219
C 0.83115 -0.46840 -1.54454
C 1.31931 0.09488 -0.22000
C 1.44546 1.65353 -0.18228
H -2.59264 1.21197 1.21108
H -1.98400 -0.33858 1.80142
H -0.89928 1.05403 1.71005
H -2.14446 -0.42962 -0.68099
H -1.24504 1.06209 -0.84663
H -0.91353 -2.60538 0.03523
H -0.25140 -1.82506 1.47108
H 0.83888 -2.54091 0.28284
H 1.23159 -1.34442 -2.06616
H 0.93077 0.55159 -1.88766
H 2.14898 -0.39574 0.27259
H 0.95258 2.01312 0.72106
H 1.00723 2.26771 -1.00496
H 2.50282 1.95146 -0.15768
*
```

=====

Version Q
Formula: C7H14
Source: the Open Molecules 2025 dataset
Level of theory: ωB97M-V with the def2-TZVPD basis set

Calculated values
* lowest unoccupied orbital energy: 0.0399 Eh
* orbital gap: 0.388 Ha
* SMILES: C1CCCCCC1
* highest occupied orbital energy: -9.5 eV

Geometry as ORCA input:
```
! wB97M-V def2-TZVPD RIJCOSX def2/J DEFGRID3
* xyz 0 1
C 1.64547 0.26100 0.54005
C 0.66846 1.44791 0.27176
C -0.79841 1.19276 0.74932
C -1.69433 0.36011 -0.09543
C -1.07067 -0.78818 -0.95747
C 0.06795 -1.60722 -0.32871
C 1.46069 -0.96174 -0.36583
H 1.56036 -0.05034 1.59104
H 2.68462 0.61434 0.41915
H 1.04847 2.31147 0.81921
H 0.72085 1.68819 -0.79912
H -0.72613 0.87407 1.78098
H -1.89971 1.77641 1.09847
H -2.56983 0.60391 0.83317
H -2.34376 0.91929 -0.75492
H -1.88663 -1.45415 -1.24460
H -0.70201 -0.37646 -1.92721
H -0.20463 -1.83512 0.70873
H 0.13621 -2.57177 -0.84990
H 1.69758 -0.68256 -1.40400
H 2.20545 -1.72192 -0.08470
*
```

=====

Version R
Formula: C7H14
Source: the Open Molecules 2025 dataset
Level of theory: ωB97M-V with the def2-TZVPD basis set

Calculated values
* lowest unoccupied orbital energy: 0.0406 Eh
* orbital gap: 0.293 Ha
* highest occupied orbital energy: -6.9 eV

Geometry as ORCA input:
```
! wB97M-V def2-TZVPD RIJCOSX def2/J DEFGRID3
* xyz 0 1
C -0.42539 1.82859 0.56290
C -0.08815 0.59216 -0.21094
C -1.60395 -0.37444 -0.94024
C -1.46767 -0.60915 0.86580
C 1.07322 -0.16694 0.28040
C 2.34988 0.07018 -0.50688
C 1.67751 -1.26112 -0.56191
H -0.37366 1.75146 1.66789
H 0.32517 2.57061 0.25877
H -1.40702 2.23662 0.29356
H -2.49512 -1.02561 -0.82731
H -1.98418 0.54825 -1.37792
H -0.96661 -0.90116 -1.64854
H -0.81835 -0.25825 1.66918
H -2.48094 -0.28437 1.10983
H -1.39790 -1.69786 0.84301
H 1.23184 -0.27586 1.36510
H 2.27780 0.71080 -1.38019
H 3.27013 0.16615 0.06248
H 2.14155 -2.09572 -0.04383
H 1.16186 -1.52433 -1.48117
*
```

=====

Version S
Formula: C7H14
Source: the Open Molecules 2025 dataset
Level of theory: ωB97M-V with the def2-TZVPD basis set

Calculated values
* lowest unoccupied orbital energy: 0.0454 Eh
* orbital gap: 0.415 Ha
* SMILES: CC(C)CC1CC1
* highest occupied orbital energy: -10.1 eV

Geometry as ORCA input:
```
! wB97M-V def2-TZVPD RIJCOSX def2/J DEFGRID3
* xyz 0 1
C 0.92247 -1.49822 0.76856
C 0.71167 0.01604 0.86537
C 1.94254 0.66549 1.49898
C 0.36334 0.62384 -0.51188
C -1.13037 0.79655 -0.74131
C -1.82367 0.28436 -1.97159
C -2.09936 -0.34967 -0.63759
H 1.81121 -1.71972 0.16302
H 1.07090 -1.94519 1.75797
H 0.07206 -2.00201 0.29904
H -0.14391 0.20131 1.52987
H 2.11147 0.27109 2.50792
H 2.84373 0.46160 0.90692
H 1.82777 1.75282 1.57522
H 0.83485 1.61090 -0.61183
H 0.80126 0.00614 -1.30897
H -1.52145 1.73759 -0.35622
H -2.59687 0.89113 -2.43419
H -1.22906 -0.29385 -2.67495
H -1.71326 -1.34977 -0.46677
H -3.05536 -0.16042 -0.15757
*
```

=====

Quick one: least stable of them? version R